i) The following is a quantum chemistry calculation of a gas-phase ion, C4H9N2O2 (charge -2), from the Open Molecules 2025 dataset.

```
17
Properties=species:S:1:pos:R:3:nbo_charge:R:1
C -0.214 0.912 0.372 -0.231
N 0.280 1.542 -0.831 -0.721
C -0.384 1.482 -2.105 0.867
O 0.250 2.034 -3.042 -0.843
O -1.471 0.873 -2.147 -0.820
C 0.476 -0.426 0.785 -0.221
C 0.034 -1.577 -0.120 -0.930
N 0.156 -0.640 2.209 -1.077
H 0.012 1.566 1.228 0.161
H -1.274 0.682 0.257 0.213
H 1.281 1.621 -0.903 0.359
H 1.553 -0.266 0.651 0.152
H -1.025 -1.543 -0.369 0.199
H 0.561 -1.492 -1.080 0.185
H 0.212 -2.537 0.356 0.143
H 0.414 -1.609 2.442 0.254
H -0.861 -0.622 2.298 0.309
```

Values from the calculation:
HOMO-LUMO gap (alpha / beta)   2.841 / 7.979 eV
Expectation value of S²   0.751
Spin multiplicity   2
Total charge   -2

ii) The following is a quantum chemistry calculation of a gas-phase ion, C4H9N2O2 (charge -2), from the Open Molecules 2025 dataset.

```
17
Properties=species:S:1:pos:R:3:nbo_charge:R:1
C -0.098 -0.122 1.086 -0.242
N 0.997 -1.103 1.160 -0.723
C 2.062 -0.695 0.206 0.861
O 2.544 0.474 0.401 -0.801
O 2.275 -1.500 -0.803 -0.845
C -0.844 0.107 -0.261 -0.463
C 0.038 0.773 -1.260 -0.606
N -2.116 1.213 0.408 -1.126
H -0.903 -0.346 1.727 0.182
H 0.318 0.816 1.337 0.204
H 0.699 -2.049 1.009 0.346
H -1.026 -1.045 -0.565 0.204
H 0.336 1.716 -0.994 0.200
H 0.915 0.168 -1.414 0.249
H -0.459 0.777 -2.388 0.141
H -2.730 0.585 0.984 0.175
H -2.011 0.230 -0.632 0.244
```

Values from the calculation:
HOMO-LUMO gap (alpha / beta)   2.925 / 7.264 eV
Expectation value of S²   0.753
Spin multiplicity   2
Total charge   -2

Which of them is the least stable? Correct choice: ii).

i) The following is a quantum chemistry calculation of a molecular structure, C6H10NO2, from the Open Molecules 2025 dataset.

```
19
Properties=species:S:1:pos:R:3:nbo_charge:R:1
C -1.037 0.322 0.531 -0.261
C 0.158 0.719 1.378 -0.237
C -0.872 -0.157 -0.712 -0.128
C 1.455 0.530 1.043 0.128
C 0.986 -0.673 -0.947 0.812
C 2.648 -1.773 -2.170 -0.284
N -3.345 1.355 1.570 -1.056
O 1.825 -0.244 -0.100 -0.442
O 1.310 -1.362 -1.983 -0.414
H -2.062 0.813 0.913 0.321
H 0.157 1.124 2.414 0.257
H -1.513 -0.558 -1.394 0.222
H 2.266 0.763 1.651 0.228
H 3.198 -1.833 -1.298 0.214
H 3.091 -1.074 -2.868 0.216
H 2.510 -2.580 -2.846 0.233
H -4.097 0.705 1.627 0.400
H -3.597 2.030 0.790 0.390
H -3.081 1.893 2.400 0.400
```

Values from the calculation:
HOMO-LUMO gap   9.657 eV
Total charge   +1

ii) The following is a quantum chemistry calculation of a gas-phase ion, C6H10NO2 (charge +1), from the Open Molecules 2025 dataset.

```
19
Properties=species:S:1:pos:R:3:nbo_charge:R:1
C -0.561 -2.039 1.094 1.056
C 1.595 -1.422 -0.963 -0.481
C 0.836 -0.354 -1.305 0.037
C 0.205 0.594 0.915 -0.296
C -1.022 0.240 1.631 -0.044
C -0.613 1.626 -1.083 -0.416
N 0.158 0.506 -0.518 -0.415
O 0.178 -2.498 0.343 -0.310
O -1.239 -1.268 1.775 -0.419
H 1.801 -2.183 -1.698 0.243
H 1.952 -1.527 0.014 0.190
H 0.602 -0.271 -2.384 0.221
H 0.175 1.744 0.917 0.272
H 1.028 0.209 1.429 0.239
H -0.943 0.620 2.585 0.233
H -1.937 0.474 1.183 0.228
H -0.408 1.619 -2.196 0.237
H -1.635 1.410 -1.045 0.210
H -0.172 2.522 -0.692 0.215
```

Values from the calculation:
HOMO-LUMO gap (alpha / beta)   6.775 / 6.778 eV
Total charge   +1

iii) The following is a quantum chemistry calculation of 2 unconnected molecules or ions with the total composition C6H10NO2, from the Open Molecules 2025 dataset.

```
19
Properties=species:S:1:pos:R:3:nbo_charge:R:1
C 0.734 -1.083 3.539 0.480
C 1.305 0.128 -1.632 -0.385
C 0.734 -0.325 -0.176 -0.490
C 0.020 0.645 -2.354 -0.218
C -1.316 0.511 0.957 -0.154
C -0.570 0.352 -0.142 0.198
N -0.927 0.739 -1.342 -0.539
O 0.964 -1.882 4.290 -0.380
O -0.875 -0.082 2.154 -0.616
H 1.999 0.929 -1.579 0.232
H 1.717 -0.726 -2.224 0.242
H 0.670 -1.422 -0.217 0.251
H 1.461 -0.048 0.671 0.235
H 0.058 1.596 -2.961 0.227
H -0.389 -0.131 -3.114 0.197
H -2.400 0.751 1.080 0.224
H -1.419 -0.862 2.241 0.539
H -1.831 1.299 -1.244 0.422
H 0.067 -0.390 2.053 0.534
```

Values from the calculation:
HOMO-LUMO gap   8.746 eV
Total charge   +1

Which of them is the least stable? Correct choice: ii).

i) The following is a quantum chemistry calculation of C2H7NO2S in the gas phase, from the Open Molecules 2025 dataset.

```
13
Properties=species:S:1:pos:R:3:nbo_charge:R:1
C -0.695 -0.171 -0.412 -0.236
C 0.240 -0.054 0.829 -0.681
H -2.462 -0.797 0.550 0.363
H -2.450 0.892 0.093 0.367
H -0.592 0.672 -1.158 0.202
H -0.489 -1.060 -1.042 0.220
H 0.036 -0.750 1.645 0.232
H 0.048 0.938 1.280 0.236
H 2.256 0.818 -1.282 0.498
N -2.135 -0.087 -0.115 -0.849
O 2.221 1.176 -0.338 -0.888
O 2.048 -1.336 -0.526 -0.962
S 1.972 -0.240 0.477 1.498
```

Values from the calculation:
HOMO-LUMO gap   9.892 eV

ii) The following is a quantum chemistry calculation of C2H7NO2S in the gas phase, from the Open Molecules 2025 dataset.

```
13
Properties=species:S:1:pos:R:3:nbo_charge:R:1
C -0.986 -1.047 0.366 -0.371
N -0.037 -0.017 -0.132 -0.662
C 0.621 -0.280 -1.345 -0.408
S 0.413 1.243 0.887 1.955
O 1.265 2.225 0.329 -0.884
O 0.750 0.463 2.435 -0.889
H -0.444 -1.862 0.570 0.197
H -1.356 -0.612 1.266 0.225
H -1.590 -1.167 -0.420 0.191
H 0.583 0.638 -2.082 0.203
H 1.590 -0.492 -1.109 0.202
H 0.080 -1.060 -1.864 0.214
H -0.889 1.968 1.099 0.024
```

Values from the calculation:
HOMO-LUMO gap   9.994 eV
Structure (SMILES)   CN(C)[SH](=O)=O

Which of them is the least stable? Correct choice: ii).

i) The following is a quantum chemistry calculation of 2 unconnected molecules or ions with the total composition C3H11O, from the Open Molecules 2025 dataset.

```
15
Properties=species:S:1:pos:R:3:nbo_charge:R:1
O -0.354 -1.964 1.246 -1.101
H -1.011 -2.347 1.905 0.393
H 0.206 -2.762 0.916 0.322
H -0.331 -0.886 1.010 0.381
C -0.812 0.324 -1.335 -0.630
C 0.464 0.942 -0.747 -0.415
C 0.821 0.933 0.752 -0.630
H -1.173 0.870 -2.228 0.220
H -1.637 0.364 -0.589 0.202
H -0.700 -0.709 -1.706 0.214
H 0.612 1.954 -1.123 0.204
H 1.291 0.473 -1.312 0.197
H 1.528 1.715 0.969 0.228
H -0.111 1.151 1.284 0.207
H 1.207 -0.058 0.959 0.207
```

Values from the calculation:
HOMO-LUMO gap (alpha / beta)   6.057 / 11.982 eV
Expectation value of S²   0.752
Spin multiplicity   2

ii) The following is a quantum chemistry calculation of 3 unconnected molecules or ions with the total composition C3H11O, from the Open Molecules 2025 dataset.

```
15
Properties=species:S:1:pos:R:3:nbo_charge:R:1
O -1.941 -1.983 1.737 -0.959
H -2.423 -2.774 1.375 0.481
H -2.163 -1.790 2.652 0.479
H -0.063 -4.012 -1.867 -0.003
C 0.332 0.962 1.028 -0.330
C 0.463 0.985 -0.438 -0.525
C 1.004 2.239 -0.998 -0.610
H 0.682 -3.961 -1.794 0.003
H 0.429 1.752 1.778 0.180
H 0.261 -0.111 1.547 0.178
H -0.627 0.725 -0.670 0.234
H 0.659 0.036 -0.853 0.236
H 1.643 2.086 -1.794 0.213
H 0.260 2.966 -1.519 0.208
H 1.485 2.880 -0.182 0.214
```

Values from the calculation:
HOMO-LUMO gap (alpha / beta)   8.003 / 11.617 eV
Expectation value of S²   0.754
Spin multiplicity   2

Which of them is the least stable? Correct choice: i).

i) The following is a quantum chemistry calculation of 2 unconnected molecules or ions with the total composition C2H8NO2, from the Open Molecules 2025 dataset.

```
13
Properties=species:S:1:pos:R:3:nbo_charge:R:1
C 0.206 -1.644 -2.460 -0.419
N -0.780 -1.018 -1.488 -0.689
H -0.280 -2.187 -3.214 0.234
H 0.825 -0.844 -2.898 0.239
H 0.908 -2.284 -1.897 0.240
H -0.319 -0.526 -0.721 0.476
H -1.378 -1.805 -1.096 0.440
H -1.392 -0.339 -1.949 0.435
O 0.210 0.341 0.594 -0.697
C 0.024 0.746 1.736 0.697
O 0.452 1.898 2.219 -0.631
H -0.567 0.152 2.492 0.155
H 0.998 2.438 1.535 0.520
```

Values from the calculation:
HOMO-LUMO gap   12.066 eV
Total charge   +1

ii) The following is a quantum chemistry calculation of 2 unconnected molecules or ions with the total composition C2H8NO2, from the Open Molecules 2025 dataset.

```
13
Properties=species:S:1:pos:R:3:nbo_charge:R:1
O 0.556 1.632 0.547 -0.481
C 1.344 0.757 0.718 0.425
C 1.253 -0.572 -0.074 -0.345
N 0.001 -0.500 -0.871 -0.698
H 2.051 0.772 1.565 0.162
H 2.147 -0.432 -0.692 0.255
H 1.250 -1.513 0.464 0.256
H -0.233 -1.429 -1.204 0.434
H -0.812 -0.101 -0.304 0.487
H 0.079 0.019 -1.741 0.440
H -2.897 -0.129 0.914 0.512
H -2.570 1.162 0.205 0.508
O -2.169 0.333 0.472 -0.956
```

Values from the calculation:
HOMO-LUMO gap   11.299 eV
Total charge   +1

Which of them is the least stable? Correct choice: ii).

i) The following is a quantum chemistry calculation of 2 unconnected molecules or ions with the total composition C2H8NO2, from the Open Molecules 2025 dataset.

```
13
Properties=species:S:1:pos:R:3:nbo_charge:R:1
O 0.075 1.756 0.786 -0.469
C -0.569 1.050 1.498 0.422
C -0.744 -0.425 1.240 -0.340
N -0.075 -0.771 -0.080 -0.682
H -1.078 1.351 2.428 0.161
H -0.212 -1.026 1.994 0.260
H -1.789 -0.741 1.248 0.261
H 0.170 -1.729 -0.348 0.455
H -0.712 -0.601 -0.865 0.456
H 0.736 -0.149 -0.099 0.472
H 2.053 0.327 -2.298 0.482
H 1.044 0.793 -3.120 0.495
O 1.099 0.165 -2.384 -0.972
```

Values from the calculation:
HOMO-LUMO gap   11.556 eV
Total charge   +1

ii) The following is a quantum chemistry calculation of 4 unconnected molecules or ions with the total composition C2H8NO2, from the Open Molecules 2025 dataset.

```
13
Properties=species:S:1:pos:R:3:nbo_charge:R:1
C -1.120 -1.512 -1.858 0.149
C 1.023 0.969 0.330 0.363
N -0.111 -1.595 -1.109 -0.570
O 0.438 2.154 0.703 -0.706
O 2.198 0.820 0.674 -0.624
H -2.065 -1.528 -1.342 0.220
H -1.373 0.885 2.611 0.013
H -1.181 -1.377 -2.880 0.231
H -0.527 0.699 2.659 -0.017
H -0.302 -1.679 -0.069 0.454
H 0.968 -1.647 -1.266 0.484
H -0.375 2.292 0.219 0.511
H 2.427 1.520 1.328 0.493
```

Values from the calculation:
HOMO-LUMO gap   7.753 eV
Total charge   +1

Which of them is the least stable? Correct choice: ii).

i) The following is a quantum chemistry calculation of C3H3NS2 in the gas phase, from the Open Molecules 2025 dataset.

```
9
Properties=species:S:1:pos:R:3:nbo_charge:R:1
N 2.950 2.228 0.506 -0.206
C 2.095 1.673 -0.013 0.157
C 1.250 0.964 -0.891 -0.112
S 1.765 0.920 -2.618 0.098
C 0.038 0.243 -0.291 -0.598
S 0.305 -1.521 -0.004 0.048
H -0.855 0.191 -0.884 0.261
H -0.165 0.702 0.705 0.243
H 0.832 -1.370 1.146 0.108
```

Values from the calculation:
HOMO-LUMO gap (alpha / beta)   7.448 / 7.449 eV
Structure (SMILES)   N#CC(=S)CS

ii) The following is a quantum chemistry calculation of C3H3NS2 in the gas phase, from the Open Molecules 2025 dataset.

```
9
Properties=species:S:1:pos:R:3:nbo_charge:R:1
C 0.399 0.284 -0.950 -0.628
C -0.213 0.142 0.411 -0.379
C -0.675 -1.243 0.702 0.247
N -0.730 -2.398 0.831 -0.285
S 0.542 0.750 1.941 0.169
S -1.080 1.617 0.964 0.160
H 0.937 -0.680 -1.170 0.232
H 1.140 1.227 -0.976 0.247
H -0.319 0.301 -1.751 0.236
```

Values from the calculation:
HOMO-LUMO gap   8.502 eV
Structure (SMILES)   CC1(C#N)SS1

Which of them is the least stable? Correct choice: i).

i) The following is a quantum chemistry calculation of C3H3NS2 in the gas phase, from the Open Molecules 2025 dataset.

```
9
Properties=species:S:1:pos:R:3:nbo_charge:R:1
C 0.152 0.955 -0.039 -0.028
C -1.167 0.700 0.180 -0.434
C 0.075 -1.469 0.052 -0.293
N 0.964 -0.165 -0.083 -0.436
S 2.566 -0.153 0.075 -0.041
S -1.533 -0.969 0.050 0.514
H 0.517 1.883 -0.100 0.226
H -1.990 1.460 0.390 0.266
H 0.415 -2.242 -0.526 0.225
```

Values from the calculation:
HOMO-LUMO gap (alpha / beta)   6.616 / 7.177 eV

ii) The following is a quantum chemistry calculation of 2 unconnected molecules or ions with the total composition C3H3NS2, from the Open Molecules 2025 dataset.

```
9
Properties=species:S:1:pos:R:3:nbo_charge:R:1
C 0.090 -2.261 -0.308 0.145
N 0.889 -1.632 0.310 -0.389
S 1.945 -1.031 1.352 -0.003
H -0.640 -2.675 -0.923 0.252
C 0.031 1.834 -0.257 -0.616
C -1.061 1.266 0.172 -0.040
S -2.273 0.410 0.680 0.118
H -0.023 2.535 -1.119 0.255
H 1.043 1.555 0.092 0.277
```

Values from the calculation:
HOMO-LUMO gap   8.450 eV
Structure (SMILES)   C#[N+][S-].C=C=S

Which of them is the least stable? Correct choice: ii).